# 1
C36H30AlN2O7S | ωB97M-V/def2-TZVPD

Results
gap between HOMO and LUMO: 4.8 eV
LUMO level: -0.0006 Ha
charge: -1

```
77
Properties=species:S:1:pos:R:3:forces:R:3
C 6.160 0.941 -6.166 -0.0002 4.5428 -1.9477
N 6.479 1.921 -7.285 -1.7346 -2.6689 4.9210
N 6.116 3.221 -6.922 -1.7706 -4.6347 6.4586
C 5.558 3.029 -5.507 0.4794 0.0876 -3.2929
S 4.949 4.511 -4.537 0.2383 -1.3931 -0.6974
C 3.349 5.206 -5.221 -2.1194 0.7370 -1.3141
C 3.076 4.897 -6.808 -0.1469 0.3473 -1.1074
C 1.471 4.893 -7.223 0.1824 1.1085 1.2152
C 0.581 3.758 -6.443 -0.1227 0.6288 -1.1684
C 1.015 2.206 -6.744 -0.9667 -1.0093 0.8778
C 2.389 1.588 -6.095 -0.8942 -2.3622 0.4320
O 2.401 1.675 -4.621 -1.0382 0.2735 -2.4927
Al 0.553 1.271 -4.291 0.8059 1.2249 -1.2036
O -0.100 1.446 -6.087 2.5798 0.6666 0.5659
O 5.549 1.639 -5.006 2.1886 2.3631 -5.5565
H 6.350 -0.216 -6.176 -0.5341 2.7749 0.2432
H 2.382 4.921 -4.597 2.3843 0.0641 -1.1134
H 3.434 6.393 -5.125 0.2276 -2.6193 -0.0501
H 3.615 5.760 -7.429 -1.1002 -1.8917 1.2801
H 3.516 3.887 -7.204 -0.6613 1.9342 1.1749
H 1.373 4.876 -8.389 0.2208 -0.2459 2.1853
H 1.041 5.949 -6.871 0.8047 -2.0709 -0.8318
H -0.537 3.872 -6.846 2.4128 -0.3926 0.8509
H 0.510 4.026 -5.287 0.4054 -1.0073 -2.4763
H 1.052 1.853 -7.881 -0.2056 1.3132 2.0345
H 3.376 1.757 -6.700 -1.4908 0.4936 1.3938
H 2.224 0.416 -6.250 0.2305 2.0976 -0.4373
H 0.136 2.586 -3.453 -0.2821 -0.0356 0.2165
H 0.296 -0.094 -3.530 -0.0525 -0.3287 -0.1124
C 3.833 3.152 1.709 -0.3309 -0.0823 0.2127
C 3.580 2.405 0.558 -0.3027 -0.1327 0.0789
C 2.380 1.705 0.429 0.2554 0.0840 -0.0469
C 1.433 1.742 1.460 0.6095 0.1817 -0.2020
C 1.695 2.469 2.621 0.4937 0.1936 -0.1730
C 2.894 3.185 2.741 0.2224 -0.0129 -0.2223
C 0.725 2.474 3.735 0.3540 0.7183 0.9920
O 0.954 3.115 4.753 -0.1406 -0.3003 -0.4114
C -0.519 1.690 3.607 -0.5591 -0.2381 0.2585
C -1.421 1.640 4.678 -0.3332 -0.2033 -0.0008
C -2.606 0.911 4.561 0.4016 0.2072 -0.0879
C -2.899 0.241 3.374 0.2079 0.0672 -0.2275
C -2.000 0.285 2.307 -0.1830 -0.0124 0.2820
C -0.803 1.003 2.428 -0.6148 -0.1996 0.3122
C 0.158 1.014 1.307 -0.2553 -0.8033 -1.6049
O -0.097 0.421 0.265 0.1755 0.3937 0.9401
H 4.765 3.704 1.806 -0.1761 -0.0871 -0.0056
H 4.318 2.369 -0.241 -0.1958 0.0079 0.0998
H 2.187 1.129 -0.474 -0.1384 0.1462 0.2238
H 3.100 3.765 3.638 -0.2090 -0.2041 -0.1454
H -1.201 2.163 5.607 0.1044 -0.0517 -0.3165
H -3.303 0.869 5.396 0.1331 0.0190 -0.1426
H -3.826 -0.321 3.279 0.2335 0.0648 0.0119
H -2.233 -0.245 1.385 0.2244 0.1969 0.1411
C -0.256 -6.203 3.550 -0.3344 -0.0391 0.1806
C -0.434 -4.944 2.977 -0.3126 0.0975 0.1224
C -1.617 -4.237 3.199 0.2679 -0.1116 -0.0656
C -2.630 -4.796 3.987 0.5497 -0.0482 -0.2774
C -2.462 -6.065 4.540 0.5429 -0.0628 -0.2134
C -1.267 -6.766 4.330 0.2055 0.1250 -0.1786
C -3.544 -6.686 5.332 0.2996 -1.2904 0.5080
O -3.395 -7.799 5.820 -0.1274 0.6070 -0.2435
C -4.810 -5.949 5.519 -0.6617 0.0364 0.2315
C -5.865 -6.549 6.218 -0.3115 0.1716 0.0561
C -7.061 -5.854 6.411 0.3911 -0.1018 -0.1067
C -7.203 -4.559 5.915 0.3360 0.0623 -0.1679
C -6.155 -3.960 5.214 -0.2415 -0.1558 0.1598
C -4.960 -4.661 5.006 -0.6270 0.0316 0.2722
C -3.871 -4.034 4.232 -0.0492 1.3894 -0.6003
O -3.997 -2.897 3.792 0.0150 -0.7105 0.2938
H 0.670 -6.750 3.384 -0.1832 0.0919 0.0384
H 0.349 -4.511 2.358 -0.1722 -0.0523 0.1157
H -1.747 -3.252 2.753 -0.1047 -0.2118 0.1902
H -1.123 -7.751 4.769 -0.2102 0.2495 -0.0488
H -5.761 -7.560 6.611 0.1579 0.2581 -0.1565
H -7.881 -6.324 6.950 0.1699 0.0718 -0.0961
H -8.132 -4.014 6.072 0.1835 -0.0869 -0.0422
H -6.275 -2.950 4.825 0.1995 -0.2707 0.0141
```
Forces are in eV/Å.

List of Löwdin charges in e, atom by atom:
1. C -0.0530
2. N -0.0585
3. N -0.0078
4. C -0.4816
5. S 0.8186
6. C -0.4775
7. C -0.2528
8. C -0.2139
9. C -0.1713
10. C -0.3428
11. C -0.2729
12. O -0.3594
13. Al 0.2127
14. O -0.3418
15. O -0.0843
16. H 0.1339
17. H 0.0919
18. H 0.0920
19. H 0.1138
20. H 0.0785
21. H 0.1046
22. H 0.1070
23. H 0.1251
24. H 0.0840
25. H 0.1490
26. H 0.0914
27. H 0.1146
28. H -0.0845
29. H -0.1084
30. C -0.0637
31. C -0.0463
32. C 0.0245
33. C -0.0817
34. C -0.0917
35. C -0.0042
36. C -0.2836
37. O 0.0831
38. C -0.0892
39. C -0.0012
40. C -0.0623
41. C -0.0632
42. C 0.0091
43. C -0.0829
44. C -0.2751
45. O 0.1078
46. H 0.1037
47. H 0.1121
48. H 0.1297
49. H 0.1163
50. H 0.1171
51. H 0.1036
52. H 0.0952
53. H 0.1244
54. C -0.0565
55. C -0.0481
56. C 0.0157
57. C -0.0832
58. C -0.0879
59. C 0.0035
60. C -0.2798
61. O 0.0929
62. C -0.0853
63. C 0.0042
64. C -0.0616
65. C -0.0608
66. C 0.0064
67. C -0.0830
68. C -0.2698
69. O 0.0905
70. H 0.1077
71. H 0.1128
72. H 0.1208
73. H 0.1198
74. H 0.1202
75. H 0.1057
76. H 0.1065
77. H 0.1211

=====

# 2
C12H12N3O3PdS | ωB97M-V/def2-TZVPD

Results
multiplicity: 5
gap between HOMO and LUMO (alpha / beta): 8.4 / 6.5 eV
LUMO level (alpha / beta): -0.1380 / -0.2259 Ha
ΔE to the lowest compared entry with this formula, charge and spin: 10.5 kJ/mol
charge: +1

```
32
Properties=species:S:1:pos:R:3:forces:R:3
Pd 0.232 -1.143 0.264 0.0941 -0.5113 -0.1736
C -2.329 -2.513 -3.248 -0.0137 0.0054 0.0043
C -1.779 -1.659 -2.154 0.0570 -0.2896 -0.1140
O -0.668 -1.911 -1.676 0.0148 0.2977 0.1483
C -2.618 -0.584 -1.633 0.0188 0.2386 0.0678
C -2.135 0.591 -1.121 -0.1272 -0.2201 0.1156
C -2.954 1.566 -0.334 -0.0126 0.0029 -0.0015
N -0.835 0.933 -1.269 0.1189 0.3512 -0.0705
N 0.024 0.914 -2.172 -0.2492 -0.0524 -0.1166
C 1.312 0.481 -1.970 0.1326 -0.1052 0.1277
O 1.635 -0.136 -0.933 0.0813 0.0606 0.0433
C 2.270 0.778 -3.023 0.0836 -0.0014 -0.0502
C 1.902 1.520 -4.150 -0.0278 -0.0269 0.0651
C 2.836 1.769 -5.136 0.0257 0.0325 -0.0683
C 4.134 1.291 -5.001 -0.0451 -0.0059 0.0469
C 4.505 0.561 -3.877 0.0313 0.0065 -0.0248
C 3.578 0.302 -2.888 -0.0501 -0.0214 0.0216
H -1.542 -3.120 -3.686 0.0141 0.0103 -0.0038
H -3.085 -3.177 -2.820 -0.0165 0.0234 0.0136
H -2.823 -1.904 -4.005 0.0038 -0.0146 -0.0167
H -3.689 -0.739 -1.650 -0.0125 0.0234 -0.0143
H -3.991 1.246 -0.272 0.0111 -0.0354 -0.0020
H -2.545 1.635 0.675 -0.0060 -0.0066 0.0040
H -2.905 2.555 -0.789 0.0041 0.0002 0.0075
H 0.892 1.897 -4.243 -0.0011 0.0074 -0.0140
H 2.559 2.341 -6.010 -0.0043 0.0010 -0.0003
H 4.863 1.491 -5.776 0.0034 0.0050 -0.0053
H 5.518 0.196 -3.778 -0.0003 -0.0058 0.0056
H 3.845 -0.266 -2.008 0.0197 -0.0004 -0.0038
O 1.459 -1.590 2.239 0.2730 -0.1278 -0.1930
S 0.369 -0.894 2.964 -0.3369 0.2883 -0.0292
N -0.632 -0.355 1.983 -0.0838 0.0705 0.2304
```
Forces are in eV/Å.

List of Löwdin charges in e, atom by atom:
1. Pd 1.0219
2. C 0.0166
3. C -0.3984
4. O -0.0184
5. C 0.0630
6. C -0.2926
7. C -0.0033
8. N 0.1184
9. N 0.1648
10. C -0.3630
11. O -0.0578
12. C -0.1539
13. C -0.0122
14. C -0.0535
15. C -0.0418
16. C -0.0471
17. C 0.0021
18. H 0.0993
19. H 0.1118
20. H 0.1018
21. H 0.1371
22. H 0.0920
23. H 0.0876
24. H 0.0973
25. H 0.1134
26. H 0.1140
27. H 0.1162
28. H 0.1156
29. H 0.1236
30. O -0.5804
31. S 0.8088
32. N -0.4825